1.
This record from the Open Molecules 2025 dataset describes a molecular structure, C36H76AlIN3O3 in a non-equilibrium geometry. The level of theory is ωB97M-V/def2-TZVPD.

Values from the calculation:
* HOMO energy (spin up / spin down): -4.5 / -4.5 eV
* DFT total energy: -63873.6253 eV
* 2S+1: 3
* E_LUMO (spin up / spin down): 2.198 / 2.181 eV
* total charge: -1
* orbital gap (spin up / spin down): 0.24752 / 0.24690 Eh

Element x y z (Å)
1 O 4.87 2.94 4.04
2 H 2.75 4.15 5.45
3 H 2.37 -4.58 -2.49
4 H -5.09 3.20 -5.50
5 H -5.56 1.04 -0.96
6 H -7.79 0.67 -4.61
7 O -5.29 -0.64 -4.30
8 H 0.64 -3.35 -6.15
9 H 2.48 -2.53 -1.25
10 H 1.57 -5.06 -4.93
11 H 6.24 3.25 8.03
12 H -3.39 -4.56 -6.02
13 C -4.57 1.56 -4.22
14 H 3.17 0.78 -1.10
15 H -3.26 -4.49 -3.25
16 H 2.26 3.47 6.99
17 H -1.18 1.26 1.92
18 C 7.11 4.03 4.82
19 H 0.31 -5.87 -5.84
20 H -6.75 3.40 -3.71
21 H 2.31 -5.66 -1.13
22 H 4.98 2.24 0.69
23 H -8.41 1.63 -3.27
24 H -6.43 -1.24 -1.82
25 C 4.03 4.71 7.07
26 O -0.23 1.26 1.86
27 H -3.60 2.00 -2.32
28 C -2.35 -2.58 -3.47
29 H -0.49 1.55 5.27
30 C -7.50 1.37 -3.82
31 H -0.36 -0.70 4.57
32 C -1.44 -3.76 -6.06
33 C -6.89 2.61 -4.45
34 C 6.05 3.70 5.87
35 C -6.55 0.65 -2.86
36 H 7.75 3.61 7.22
37 H 5.98 5.62 6.81
38 H 4.28 4.36 8.08
39 H -4.14 -3.39 -4.27
40 C 0.34 0.43 2.89
41 C 1.01 -0.79 2.27
42 H -1.73 -2.73 -6.26
43 H 6.68 4.52 3.95
44 H 6.98 2.05 6.96
45 H 3.18 1.20 7.69
46 C 4.12 2.92 0.65
47 H -7.58 3.02 -5.20
48 H 3.96 0.25 0.36
49 C 0.68 -4.27 -1.17
50 H -6.11 2.52 -1.75
51 H -7.39 -1.31 -3.30
52 H 2.39 2.02 1.55
53 C -5.56 2.28 -5.13
54 H -2.72 0.44 -4.43
55 H -2.28 -5.48 -5.05
56 H -0.26 -4.81 -1.00
57 C 3.03 0.67 -0.02
58 H 1.08 1.05 3.40
59 H 1.83 -6.66 -3.42
60 C -3.97 2.53 -3.19
61 H -5.76 1.66 -6.01
62 H -1.36 -4.25 -7.03
63 I 1.41 3.16 -0.66
64 C -0.74 0.06 3.90
65 C 1.68 -5.17 -1.88
66 C 3.84 2.39 6.02
67 H -2.94 -2.13 -2.67
68 H 0.23 -0.47 -0.65
69 H 0.68 -7.07 -2.16
70 H 5.02 5.51 5.34
71 C 1.05 -6.25 -2.78
72 H 0.43 -3.43 -1.83
73 H 7.62 3.13 4.49
74 H 0.35 -3.21 0.63
75 C -3.41 1.01 -5.05
76 C 1.21 -3.64 0.11
77 H 4.12 3.55 1.53
78 C 5.30 4.97 6.26
79 H -1.41 -2.89 -3.00
80 H 0.30 -1.63 2.31
81 C 2.27 -2.54 -0.18
82 H 0.00 -3.13 -4.55
83 H -4.67 3.29 -2.85
84 H 4.24 3.52 -0.25
85 H 4.60 2.14 8.09
86 C -0.05 -3.78 -5.42
87 H -7.28 1.46 -1.00
88 H 7.84 4.71 5.26
89 H -0.77 -6.51 -3.89
90 N 5.10 2.71 5.28
91 H 3.20 -2.73 0.35
92 H 2.63 2.07 4.23
93 C 2.84 2.07 0.56
94 H -0.63 -4.92 -3.20
95 H 1.65 -4.42 0.74
96 H 1.86 -1.09 2.90
97 H -8.04 -0.51 -1.86
98 H -1.58 1.92 4.13
99 C -3.14 -3.75 -4.05
100 H 3.48 0.64 4.80
101 C -7.13 -0.69 -2.44
102 H 4.76 0.72 7.06
103 N -1.25 1.17 4.73
104 C -0.06 -5.71 -3.69
105 H -3.75 0.37 -5.86
106 C -6.35 1.47 -1.57
107 C 6.79 3.11 7.09
108 N -5.25 0.41 -3.55
109 H -2.17 -1.80 -4.20
110 C 2.96 1.54 5.12
111 H 2.07 1.24 5.68
112 Al 1.54 -0.69 0.28
113 H 3.49 5.65 7.20
114 H -2.87 1.85 -5.49
115 C 3.13 3.70 6.37
116 C 4.13 1.57 7.29
117 H -1.59 -0.35 3.34
118 C 0.48 -5.16 -5.03
119 H -3.12 3.06 -3.63
120 C -2.57 -4.46 -5.30


2.
This record from the Open Molecules 2025 dataset describes 8 unconnected molecules or ions with the total composition C32H48O24 in a non-equilibrium geometry. The level of theory is ωB97M-V/def2-TZVPD.

Values from the calculation:
* HOMO energy: -11.0 eV
* DFT total energy: -83101.7238 eV
* SMILES: C[C@H]1COC(=O)O1.C[C@H]1COC(=O)O1.C[C@H]1COC(=O)O1.C[C@H]1COC(=O)O1.C[C@H]1COC(=O)O1.C[C@H]1COC(=O)O1.C[C@H]1COC(=O)O1.C[C@H]1COC(=O)O1
* E_LUMO: 0.308 eV
* total charge: 0
* orbital gap: 0.41397 Eh

Element x y z (Å)
1 H -2.63 0.46 -5.41
2 C -4.28 3.51 1.64
3 C 0.54 -0.02 -0.13
4 C -1.20 1.71 3.96
5 C 0.84 -2.10 4.49
6 O 3.31 -2.17 4.77
7 C 4.64 3.06 2.95
8 H -1.94 -2.54 -5.80
9 C -0.21 0.37 -8.81
10 H 2.21 -3.86 4.55
11 H 5.11 0.32 1.62
12 C -1.36 -5.12 -0.20
13 H 2.54 0.87 0.06
14 C -1.16 -3.52 1.32
15 O -1.16 2.98 4.39
16 H -3.22 0.43 -8.53
17 H -2.21 -5.15 -0.89
18 C 0.48 4.21 5.58
19 O -1.76 -4.65 1.06
20 C -4.32 -3.17 -4.58
21 O 3.60 -1.85 2.57
22 H 0.69 -1.17 3.94
23 H 0.55 2.15 -0.38
24 C -2.30 0.85 -8.14
25 C -2.88 -3.22 -4.03
26 C -1.58 0.52 -5.69
27 H -0.72 -3.21 -4.68
28 H 7.67 0.71 1.27
29 C -4.19 -4.94 -3.15
30 C 7.50 1.28 2.19
31 O 0.86 0.33 -9.41
32 H 0.27 -0.70 0.67
33 H 0.98 -5.04 -2.04
34 H -1.02 -0.12 -5.02
35 C 2.46 -2.65 2.60
36 H -1.78 -4.25 -5.60
37 H -1.28 1.56 -5.82
38 O -1.53 -2.85 2.26
39 O -1.97 -0.27 -2.59
40 C 6.35 2.19 1.80
41 H -0.03 4.40 3.49
42 H 1.18 2.48 2.65
43 O -5.01 -4.18 -3.94
44 C 4.18 -1.71 3.83
45 H -0.74 -3.33 -1.27
46 C -4.26 5.69 3.08
47 C -3.62 4.40 2.68
48 H -4.76 6.15 2.23
49 O 4.00 3.82 3.64
50 H 0.87 -1.51 5.41
51 C 2.00 0.02 -0.35
52 H 1.36 -5.50 -0.36
53 C -1.15 0.07 -1.72
54 C -2.22 4.17 0.88
55 O -1.23 1.30 -1.05
56 H -3.53 6.39 3.48
57 H -0.03 -2.75 4.42
58 O -0.06 -0.59 -1.34
59 H -3.34 3.88 3.60
60 H -4.33 -3.27 -5.66
61 O -1.39 0.95 -9.17
62 H 2.71 -3.59 2.10
63 C 1.08 -4.68 -1.01
64 O -2.18 0.99 3.76
65 O -2.89 -4.43 -3.24
66 O -2.39 4.80 2.04
67 H 4.78 1.59 0.38
68 H 2.14 -0.01 -1.43
69 H 1.78 2.24 4.35
70 H 6.59 2.92 1.03
71 H -0.58 1.67 0.87
72 H -2.15 -0.99 -7.13
73 O 5.27 -1.08 4.06
74 C 0.93 2.43 3.70
75 O 5.93 3.02 2.83
76 H -2.57 1.82 -7.71
77 H 1.87 -3.94 -0.90
78 C -1.74 -3.31 -5.05
79 C 2.18 -2.83 4.17
80 H -4.72 -2.18 -4.34
81 H -4.99 5.45 3.86
82 H 1.50 4.56 5.67
83 H 7.24 0.55 2.96
84 O 4.10 2.14 2.14
85 H -5.14 4.01 1.20
86 O -0.36 -0.22 -7.56
87 H -4.70 2.64 2.16
88 H -2.82 -2.37 -3.35
89 O -0.02 -3.44 0.55
90 O -1.33 4.41 0.08
91 H 8.35 1.93 2.40
92 C -0.15 1.37 -0.08
93 H 1.64 -2.20 2.05
94 O -4.58 -5.72 -2.26
95 H 0.42 3.42 6.32
96 H -0.30 4.84 6.01
97 C 0.08 3.59 4.21
98 O -3.22 3.30 0.66
99 O 0.00 1.31 3.67
100 C 5.02 1.39 1.43
101 C -1.67 -0.01 -7.11
102 H 2.39 -0.94 -0.03
103 C -0.32 -4.12 -0.65
104 H -0.95 -6.12 -0.10


3.
This record from the Open Molecules 2025 dataset describes 2 unconnected molecules or ions with the total composition C3H8N2O in a non-equilibrium geometry. The level of theory is ωB97M-V/def2-TZVPD.

Values from the calculation:
* HOMO energy (spin up / spin down): 0.6 / -3.4 eV
* DFT total energy: -8264.7256 eV
* 2S+1: 2
* E_LUMO (spin up / spin down): 4.179 / 4.154 eV
* total charge: -1
* orbital gap (spin up / spin down): 0.13168 / 0.27927 Eh

Element x y z (Å)
1 C 2.84 -1.59 0.12
2 O 0.69 -0.67 0.13
3 H 1.76 -0.68 -1.54
4 H 3.90 -1.36 0.14
5 H 2.62 -2.37 0.86
6 C -2.10 1.18 -0.07
7 H -2.86 0.19 1.47
8 H -1.35 0.63 1.96
9 H -2.99 1.84 -0.14
10 H 0.21 0.02 -0.40
11 N -1.13 1.29 -1.00
12 N -1.96 0.47 1.14
13 H -1.25 2.23 -1.40
14 C 1.90 -0.86 -0.48


4.
This record from the Open Molecules 2025 dataset describes 2 unconnected molecules or ions with the total composition C3H10NOS in a non-equilibrium geometry. The level of theory is ωB97M-V/def2-TZVPD.

Values from the calculation:
* HOMO energy (spin up / spin down): 4.1 / -0.1 eV
* DFT total energy: -17641.4561 eV
* 2S+1: 2
* E_LUMO (spin up / spin down): 5.767 / 5.725 eV
* total charge: -2
* orbital gap (spin up / spin down): 0.06192 / 0.21233 Eh

Element x y z (Å)
1 H 0.65 -1.70 -2.04
2 H -0.36 0.26 -2.48
3 C 1.04 -0.05 0.38
4 H -0.83 -1.01 -3.58
5 H 0.48 -2.24 0.21
6 S 0.36 0.60 1.94
7 H 2.01 -0.52 0.55
8 O -0.14 3.38 4.13
9 N -0.22 -1.64 -1.58
10 H -0.83 -1.13 0.46
11 H -0.35 2.37 4.00
12 H 0.01 3.51 3.24
13 C 0.06 -1.30 -0.11
14 C -0.95 -0.65 -2.56
15 H 1.07 0.75 -0.31
16 H -2.00 -0.64 -2.26


5.
This record from the Open Molecules 2025 dataset describes a molecular structure, C10H20GaN2PS in a non-equilibrium geometry. The level of theory is ωB97M-V/def2-TZVPD.

Values from the calculation:
* HOMO energy: -5.5 eV
* DFT total energy: -86167.3151 eV
* E_LUMO: -0.339 eV
* total charge: 0
* orbital gap: 0.18817 Eh

Element x y z (Å)
1 N -1.00 0.44 3.58
2 P -0.02 -2.85 0.69
3 H -1.99 2.08 2.78
4 H -3.00 0.87 3.58
5 H 2.95 0.93 2.58
6 H 1.15 -3.52 0.19
7 C -1.30 1.60 -2.12
8 C 2.62 -0.05 2.88
9 C -0.49 0.42 -2.01
10 H -0.74 3.77 -1.84
11 C 0.90 2.25 -1.99
12 H -0.73 -1.61 4.24
13 H 1.74 0.17 -1.99
14 H -0.91 -0.59 -2.07
15 H 1.35 -0.94 5.49
16 N 1.34 0.01 3.59
17 C 1.45 0.07 5.07
18 H -2.38 -0.90 4.39
19 H 3.32 -0.51 3.57
20 Ga 1.02 -0.91 0.77
21 C -0.42 2.73 -2.08
22 S 0.35 1.25 1.42
23 C 0.84 0.77 -1.89
24 H -2.45 1.57 -1.99
25 H 0.71 0.75 5.51
26 C 0.21 0.48 2.98
27 H 1.87 2.79 -1.76
28 H -0.16 -3.04 2.08
29 H -2.36 0.56 1.94
30 C -2.15 1.02 2.91
31 H -1.19 -3.03 -0.09
32 C -1.31 -0.69 4.48
33 H 2.45 0.44 5.31
34 H -1.11 -0.39 5.53
35 H 2.53 -0.71 2.00


6.
This record from the Open Molecules 2025 dataset describes 13 unconnected molecules or ions with the total composition C3H32N2O12 in a non-equilibrium geometry. The level of theory is ωB97M-V/def2-TZVPD.

Values from the calculation:
* HOMO energy: -7.8 eV
* DFT total energy: -31180.7297 eV
* E_LUMO: 0.006 eV
* total charge: 0
* orbital gap: 0.28533 Eh

Element x y z (Å)
1 H -2.15 -1.08 3.34
2 H -2.47 0.82 -3.62
3 H 3.00 1.98 2.44
4 H 1.71 3.48 -1.09
5 O 0.69 -2.28 2.93
6 O 0.60 0.36 4.68
7 H -0.17 0.26 -1.23
8 H 3.07 0.38 2.77
9 H 0.10 -1.82 2.32
10 O 1.55 4.27 -1.62
11 O -2.67 -1.81 2.97
12 O -0.40 -1.50 -2.90
13 H 3.39 0.67 -2.69
14 N -0.17 0.43 1.65
15 N 2.45 1.11 2.41
16 H 1.23 0.72 4.03
17 O 3.17 0.92 -1.78
18 H -2.72 -2.68 0.19
19 H 1.16 3.91 -2.42
20 C 0.79 0.72 0.71
21 H -2.16 -2.56 3.31
22 H -3.05 0.03 0.88
23 O -2.68 -1.72 0.05
24 H -1.81 -1.73 -0.41
25 H -0.48 1.87 -0.61
26 H 2.80 1.09 0.20
27 O -1.66 0.57 -4.07
28 O 2.42 -0.69 -3.52
29 C 0.28 1.08 -0.64
30 H -1.14 0.55 1.39
31 O 0.65 -2.72 0.16
32 H 0.01 0.48 2.65
33 H -1.11 -0.93 -3.30
34 H -3.71 0.02 -1.93
35 H 0.59 -3.21 3.10
36 O -3.04 1.00 0.95
37 H -0.83 -2.35 -3.01
38 H -3.37 1.15 -0.96
39 H 2.26 -0.74 -2.57
40 H 1.26 -2.10 0.56
41 H -0.91 1.11 -3.81
42 O -3.47 0.96 -1.90
43 C 2.09 0.90 1.02
44 H 0.85 -0.58 4.62
45 H 3.99 1.27 -1.42
46 H 1.56 -0.96 -3.86
47 H 1.04 -3.46 -0.30
48 H -3.70 1.30 1.58
49 H 1.13 1.48 -1.24


7.
This record from the Open Molecules 2025 dataset describes a molecular structure, C20H41N4O5Ti in a non-equilibrium geometry. The level of theory is ωB97M-V/def2-TZVPD.

Values from the calculation:
* HOMO energy: -18.7 eV
* DFT total energy: -60694.6656 eV
* E_LUMO: -11.109 eV
* total charge: +3
* orbital gap: 0.27906 Eh

Element x y z (Å)
1 H 1.03 0.47 4.33
2 C -0.98 2.89 -0.99
3 H 3.81 -0.73 2.30
4 H 3.56 0.08 0.87
5 C -1.44 1.74 1.17
6 N -1.29 -1.02 -1.22
7 N 1.82 -1.62 -0.31
8 H 2.44 -0.57 4.30
9 H -3.39 0.99 0.18
10 H -3.55 -2.57 -0.24
11 H -1.09 -0.07 -0.83
12 C 0.67 -2.53 -0.65
13 H 0.89 -2.65 2.10
14 H -1.18 3.80 -0.42
15 C -3.04 -1.87 -2.75
16 H 3.56 -2.36 0.65
17 C 2.61 -1.91 0.96
18 H 3.68 -1.18 -1.26
19 H -2.52 -1.49 -3.63
20 O 2.21 -0.79 -3.75
21 H -0.83 -1.04 -2.13
22 H -2.02 0.89 1.53
23 C 1.98 0.34 2.39
24 C 2.98 -0.56 1.61
25 H -4.81 2.49 -0.91
26 H -4.11 -1.90 -2.98
27 H 2.46 -2.90 2.86
28 H -4.11 0.55 -2.24
29 H -2.73 -2.90 -2.57
30 C -0.09 1.70 1.88
31 H 0.82 -3.49 -0.15
32 H 3.61 1.49 3.18
33 H 0.21 -0.31 1.61
34 H -2.46 0.81 -2.71
35 H 1.99 -3.91 1.52
36 H -3.30 -1.04 0.61
37 C 2.70 -1.62 -1.51
38 Ti 1.80 0.63 -0.35
39 H 4.40 1.06 -1.62
40 H -1.50 3.01 -1.94
41 C -2.81 -0.98 -1.54
42 C -3.08 0.49 -1.87
43 C -0.77 -2.12 -0.36
44 C 1.56 -0.27 3.73
45 H 0.48 2.61 1.72
46 H -4.66 -1.25 -0.50
47 C 2.69 1.67 2.64
48 C -3.75 2.74 -0.93
49 C 0.48 2.95 -1.34
50 C 1.94 -2.89 1.91
51 C -2.95 1.46 -0.70
52 H -3.58 3.48 -0.14
53 C -3.61 -1.49 -0.34
54 H 3.44 2.29 -1.59
55 N -1.48 1.68 -0.31
56 H 2.92 -2.62 -1.90
57 C 2.04 -0.76 -2.59
58 O 1.16 0.17 -1.99
59 H -1.37 -3.01 -0.57
60 H 0.92 -1.14 3.62
61 H -3.55 3.21 -1.89
62 H -0.32 1.64 2.95
63 N 0.76 0.54 1.50
64 H 2.95 2.20 1.71
65 O 1.28 2.33 -0.34
66 H -0.96 -1.86 0.68
67 H -1.96 2.64 1.53
68 O 1.03 3.42 -2.27
69 O 3.59 1.40 -1.22
70 H 0.73 -2.76 -1.71
71 H 2.09 2.34 3.25


8.
This record from the Open Molecules 2025 dataset describes 5 unconnected molecules or ions with the total composition C2H14O4S in a non-equilibrium geometry. The level of theory is ωB97M-V/def2-TZVPD.

Values from the calculation:
* HOMO energy: -9.3 eV
* DFT total energy: -21326.5453 eV
* SMILES: CCS.O.O.O.O
* E_LUMO: 0.606 eV
* total charge: 0
* orbital gap: 0.36525 Eh

Element x y z (Å)
1 H 1.20 -0.75 1.81
2 H 1.58 -1.71 2.98
3 H -0.26 -2.45 1.03
4 H 1.13 -0.31 -0.63
5 H -0.59 -2.04 -0.38
6 C 0.88 1.71 -1.40
7 O -2.36 0.36 0.86
8 O -0.99 -2.11 0.49
9 C 0.90 0.20 -1.56
10 O 1.68 -1.56 2.04
11 O 0.13 0.95 2.00
12 S -0.74 -0.47 -2.17
13 H -2.09 -0.53 0.61
14 H -3.32 0.33 0.73
15 H 1.50 2.03 -0.57
16 H -0.09 2.00 -0.99
17 H 1.49 -0.19 -2.38
18 H 1.08 2.21 -2.35
19 H 0.02 1.90 1.94
20 H -0.55 -0.21 -3.47
21 H -0.59 0.63 1.42


9.
This record from the Open Molecules 2025 dataset describes 2 unconnected molecules or ions with the total composition C9H14N3S2 in a non-equilibrium geometry. The level of theory is ωB97M-V/def2-TZVPD.

Values from the calculation:
* HOMO energy: -11.9 eV
* DFT total energy: -35690.9175 eV
* E_LUMO: -4.522 eV
* total charge: +1
* orbital gap: 0.27099 Eh

Element x y z (Å)
1 N 1.58 -2.56 1.23
2 H -2.47 -2.67 -1.46
3 C -0.29 1.26 -0.23
4 C 0.37 2.09 -1.10
5 C -0.57 -0.17 -0.77
6 N 0.59 3.77 0.50
7 H 0.06 -0.55 -1.61
8 C -0.33 1.61 1.08
9 H 0.81 -2.93 1.80
10 N -1.56 -1.00 -0.53
11 H -0.65 -2.47 -1.58
12 H 0.37 1.86 -2.21
13 H 1.10 3.97 -1.45
14 C -2.61 -0.53 0.41
15 H -0.68 0.89 1.78
16 H 2.38 -2.24 1.78
17 H -0.09 3.45 2.33
18 C 0.10 2.96 1.38
19 H -1.52 -3.06 -0.10
20 C 0.73 3.39 -0.73
21 H -3.39 -1.23 0.39
22 H 4.61 0.40 -0.48
23 H -2.06 -0.44 1.33
24 S 2.34 -0.93 -0.71
25 C -1.59 -2.36 -0.94
26 C 1.42 -2.07 -0.01
27 S 4.36 -0.90 -0.11
28 H -3.00 0.48 0.03